Here is a structure of composition C3HOTm at a distorted geometry from OMol25. Energies are from ωB97M-V/def2-TZVPD.

Geometry (Å):
O  0.02922  -0.83354  0.88153
C  -0.12827  -0.10055  -0.07362
C  -0.08617  0.17335  -1.43489
C  0.13163  1.28671  -0.77372
H  0.34440  2.34005  -0.60473
Tm  -0.29081  -2.86602  2.00543

Computed properties:
⟨S²⟩: 3.768
Frontier orbital gap (spin up / spin down): 7.35 / 4.79 eV
Energy: -1273.773798 a.u.
Charge: +3
E_HOMO (spin up / spin down): -0.855 / -0.906 Eh
Spin multiplicity: 4

In the Löwdin picture, each atom carries the following charge in e: atom 1 (O): 0.012, atom 2 (C): -0.176, atom 3 (C): 0.347, atom 4 (C): 0.358, atom 5 (H): 0.185, atom 6 (Tm): 2.274

---

Here is a structure of composition C22H49N2P3S2Y at a distorted geometry from OMol25. Energies are from ωB97M-V/def2-TZVPD.

Geometry (Å):
Y  -0.48451  0.02815  -0.82000
P  1.93258  0.84282  0.45283
P  -2.37482  2.11300  -0.49203
P  0.66866  1.65179  -2.85318
H  0.36041  -4.67995  0.23985
C  1.25302  -4.64171  -0.38252
C  2.36352  -3.99746  0.01342
H  2.47325  -3.57597  1.01498
C  2.26771  -0.03390  2.03007
C  1.95142  2.59919  1.02107
C  3.58046  0.74300  -0.34918
C  -4.02298  1.65086  -1.16660
C  -2.84864  2.54852  1.22836
C  -2.14558  3.79514  -1.18319
C  1.96909  0.75237  -3.76415
C  1.37726  3.33088  -2.74164
C  -0.56913  1.83823  -4.18145
H  1.18724  -5.06470  -1.39918
H  3.22668  -3.91624  -0.67268
H  2.25147  -1.12241  1.87332
H  1.49579  0.20905  2.77504
H  3.25670  0.25417  2.41767
H  1.17217  2.73134  1.78465
H  1.71582  3.26184  0.17676
H  2.92434  2.89555  1.45055
H  3.76049  -0.29851  -0.65060
H  4.36006  1.05783  0.36383
H  3.63179  1.37933  -1.24449
H  -4.72277  2.47820  -0.96232
H  -4.41298  0.72709  -0.70871
H  -3.97175  1.48364  -2.25407
H  -3.77747  3.14228  1.23232
H  -2.06412  3.13021  1.73679
H  -3.01320  1.61747  1.78896
H  -3.08060  4.36954  -1.09280
H  -1.86539  3.72898  -2.24223
H  -1.34911  4.33700  -0.65094
H  2.05043  1.15107  -4.78404
H  1.70061  -0.31138  -3.79892
H  2.92154  0.87220  -3.23781
H  1.58159  3.73089  -3.74723
H  2.31074  3.32791  -2.16353
H  0.64784  3.97676  -2.23734
H  -0.06037  2.26817  -5.05342
H  -1.37306  2.50467  -3.85244
H  -0.99798  0.86281  -4.44828
C  -0.89288  -2.55754  -3.91199
C  -1.91032  -2.22311  -4.83916
C  -1.97062  -2.96986  -6.00067
C  -1.05395  -3.98263  -6.26223
C  0.00189  -4.20508  -5.39232
C  0.12326  -3.49194  -4.23650
S  -0.42368  -1.47944  -2.67769
H  -1.25756  -1.54622  0.24339
H  -2.50457  -1.30876  -4.68764
H  -2.72806  -2.78840  -6.74781
H  -1.17200  -4.56794  -7.17842
H  0.77338  -4.93902  -5.59531
H  1.04969  -3.49398  -3.64326
C  -0.25305  1.80191  5.24731
C  -1.14817  0.70906  4.67847
N  -0.80678  0.29904  3.28073
C  -1.12094  -0.95404  2.82170
S  -1.98286  -1.15198  1.28787
N  -0.84058  -2.00644  3.64214
C  0.41416  -2.03791  4.52317
C  0.07251  -2.86001  5.75530
H  0.81693  1.54752  5.27606
H  -0.53051  2.02856  6.28757
H  -0.38378  2.74144  4.69126
H  -1.11959  -0.20627  5.26787
H  -2.18902  1.06977  4.71132
H  -0.74203  1.00954  2.56092
H  -1.00473  -2.91490  3.22132
H  1.20214  -2.47533  3.88763
H  0.76710  -1.05000  4.83129
H  -0.08454  -3.91290  5.51519
H  0.84295  -2.80689  6.53834
H  -0.85101  -2.46171  6.19944

Computed properties:
Frontier orbital gap (spin up / spin down): 5.16 / 5.16 eV
Energy: -2834.979856 a.u.
Charge: +3
E_HOMO (spin up / spin down): -0.568 / -0.568 Eh

In the Löwdin picture, each atom carries the following charge in e: atom 1 (Y): 0.546, atom 2 (P): 0.734, atom 3 (P): 0.717, atom 4 (P): 0.679, atom 5 (H): 0.040, atom 6 (C): -0.069, atom 7 (C): -0.083, atom 8 (H): 0.025, atom 9 (C): -0.269, atom 10 (C): -0.242, atom 11 (C): -0.241, atom 12 (C): -0.246, atom 13 (C): -0.278, atom 14 (C): -0.253, atom 15 (C): -0.255, atom 16 (C): -0.251, atom 17 (C): -0.251, atom 18 (H): 0.060, atom 19 (H): 0.064, atom 20 (H): 0.033, atom 21 (H): 0.006, atom 22 (H): 0.075, atom 23 (H): 0.031, atom 24 (H): 0.030, atom 25 (H): 0.079, atom 26 (H): 0.060, atom 27 (H): 0.074, atom 28 (H): 0.032, atom 29 (H): 0.071, atom 30 (H): 0.055, atom 31 (H): 0.057, atom 32 (H): 0.076, atom 33 (H): 0.050, atom 34 (H): 0.010, atom 35 (H): 0.076, atom 36 (H): 0.023, atom 37 (H): 0.056, atom 38 (H): 0.073, atom 39 (H): 0.010, atom 40 (H): 0.035, atom 41 (H): 0.076, atom 42 (H): 0.041, atom 43 (H): 0.031, atom 44 (H): 0.071, atom 45 (H): 0.028, atom 46 (H): 0.030, atom 47 (C): -0.621, atom 48 (C): -0.090, atom 49 (C): -0.057, atom 50 (C): -0.029, atom 51 (C): -0.064, atom 52 (C): -0.126, atom 53 (S): 0.625, atom 54 (H): -0.206, atom 55 (H): 0.110, atom 56 (H): 0.120, atom 57 (H): 0.132, atom 58 (H): 0.125, atom 59 (H): 0.104, atom 60 (C): -0.055, atom 61 (C): -0.185, atom 62 (N): 0.027, atom 63 (C): -0.572, atom 64 (S): 0.910, atom 65 (N): 0.087, atom 66 (C): -0.183, atom 67 (C): -0.057, atom 68 (H): 0.084, atom 69 (H): 0.105, atom 70 (H): 0.083, atom 71 (H): 0.104, atom 72 (H): 0.141, atom 73 (H): 0.098, atom 74 (H): 0.151, atom 75 (H): 0.127, atom 76 (H): 0.106, atom 77 (H): 0.092, atom 78 (H): 0.105, atom 79 (H): 0.091

---

Here is a structure of composition C27H34NO4S2Si from OMol25. Energies are from ωB97M-V/def2-TZVPD.

Geometry (Å):
C  0.91368  -1.80177  5.32566
Si  0.76419  -0.90509  3.69718
C  1.08887  0.93792  3.86267
C  1.97489  -1.69185  2.50156
S  -1.19867  -1.06119  2.71380
O  -1.44885  -2.44953  2.37058
O  -0.99078  -0.19265  1.55109
N  -2.39256  -0.38051  3.55102
S  -2.52533  -0.72453  5.09387
O  -3.78977  -0.23970  5.58466
O  -2.11433  -2.05597  5.45964
H  0.34649  -1.36610  6.14446
H  0.61586  -2.84336  5.20960
H  1.97434  -1.78461  5.60464
H  1.53709  1.16529  4.83096
H  1.76568  1.27046  3.07542
H  0.15817  1.49509  3.75008
H  2.74420  -0.98126  2.20073
H  2.47329  -2.53479  2.98534
H  1.48078  -2.07193  1.60792
H  -1.61394  0.10526  5.66600
C  -3.42093  -0.53966  -2.92550
C  -2.75124  -0.54188  -1.70931
C  -2.81684  -1.64979  -0.87604
C  -3.55591  -2.75844  -1.26582
C  -4.22622  -2.75987  -2.48264
C  -4.16004  -1.64939  -3.31416
H  -3.36997  0.33016  -3.57059
H  -2.17157  0.32052  -1.40339
H  -2.29002  -1.63535  0.06789
H  -3.60856  -3.62050  -0.61311
H  -4.80391  -3.62596  -2.78272
H  -4.68850  -1.64691  -4.26064
C  5.57396  -1.30681  3.39914
C  6.49706  -0.95705  2.42424
C  7.55789  -1.80475  2.13715
C  7.69379  -3.00308  2.82372
C  6.76896  -3.35335  3.79757
C  5.70964  -2.50472  4.08604
H  4.74472  -0.64819  3.62138
H  6.38631  -0.02545  1.88436
H  8.27753  -1.53249  1.37559
H  8.51881  -3.66637  2.59690
H  6.87153  -4.29047  4.32961
H  4.98593  -2.77861  4.84311
C  -0.58637  2.68683  0.16535
C  0.70402  3.20078  0.16009
C  0.97064  4.42779  -0.43316
C  -0.05646  5.14941  -1.02598
C  -1.34827  4.64083  -1.02317
C  -1.61074  3.41320  -0.42915
H  -0.79059  1.72640  0.62739
H  1.50503  2.63764  0.62298
H  1.97964  4.82237  -0.43519
H  0.14938  6.10728  -1.48811
H  -2.15185  5.20381  -1.48228
H  -2.61889  3.01751  -0.42472
C  -2.89182  2.51365  -8.31729
C  -2.24357  2.50809  -7.08996
C  -2.32066  1.39196  -6.26876
C  -3.04521  0.28044  -6.67583
C  -3.69318  0.28571  -7.90314
C  -3.61728  1.40246  -8.72388
H  -2.83283  3.38529  -8.95681
H  -1.67800  3.37446  -6.77181
H  -1.81789  1.38736  -5.31009
H  -3.10362  -0.58843  -6.03230
H  -4.25858  -0.58160  -8.21943
H  -4.12522  1.40763  -9.68006

Computed properties:
Frontier orbital gap: 8.61 eV
Energy: -2490.895379 a.u.
Charge: -1
E_HOMO: -0.227 Eh

In the Löwdin picture, each atom carries the following charge in e: atom 1 (C): -0.202, atom 2 (Si): 0.482, atom 3 (C): -0.183, atom 4 (C): -0.177, atom 5 (S): 0.398, atom 6 (O): -0.383, atom 7 (O): -0.426, atom 8 (N): -0.385, atom 9 (S): 0.449, atom 10 (O): -0.383, atom 11 (O): -0.384, atom 12 (H): 0.018, atom 13 (H): 0.041, atom 14 (H): 0.024, atom 15 (H): 0.026, atom 16 (H): 0.017, atom 17 (H): 0.029, atom 18 (H): 0.015, atom 19 (H): 0.026, atom 20 (H): 0.034, atom 21 (H): 0.045, atom 22 (C): -0.107, atom 23 (C): -0.074, atom 24 (C): -0.063, atom 25 (C): -0.083, atom 26 (C): -0.110, atom 27 (C): -0.120, atom 28 (H): 0.081, atom 29 (H): 0.093, atom 30 (H): 0.070, atom 31 (H): 0.103, atom 32 (H): 0.092, atom 33 (H): 0.087, atom 34 (C): -0.098, atom 35 (C): -0.093, atom 36 (C): -0.102, atom 37 (C): -0.104, atom 38 (C): -0.099, atom 39 (C): -0.093, atom 40 (H): 0.094, atom 41 (H): 0.101, atom 42 (H): 0.097, atom 43 (H): 0.096, atom 44 (H): 0.098, atom 45 (H): 0.100, atom 46 (C): -0.073, atom 47 (C): -0.090, atom 48 (C): -0.110, atom 49 (C): -0.117, atom 50 (C): -0.109, atom 51 (C): -0.090, atom 52 (H): 0.069, atom 53 (H): 0.094, atom 54 (H): 0.093, atom 55 (H): 0.092, atom 56 (H): 0.094, atom 57 (H): 0.103, atom 58 (C): -0.105, atom 59 (C): -0.097, atom 60 (C): -0.092, atom 61 (C): -0.091, atom 62 (C): -0.097, atom 63 (C): -0.106, atom 64 (H): 0.096, atom 65 (H): 0.100, atom 66 (H): 0.101, atom 67 (H): 0.090, atom 68 (H): 0.098, atom 69 (H): 0.096

---

Here is a cluster of 2 separate species, C3H7FN2O in total at a distorted geometry from OMol25. Energies are from ωB97M-V/def2-TZVPD.

Geometry (Å):
C  -0.23729  0.57930  -0.90103
C  -0.98721  -1.47571  1.29708
C  -0.30837  -1.35412  -0.05963
N  1.33358  2.21344  -1.66304
N  1.01204  0.95423  -0.96545
O  -1.28576  0.96205  -1.30215
F  1.03552  -1.53460  0.00033
H  -0.84810  -2.41452  1.70014
H  -2.03818  -1.32466  1.18525
H  -0.82933  -0.68469  2.00551
H  -0.78314  -1.78816  -1.02446
H  1.41502  2.22606  -2.64940
H  0.66966  2.82755  -1.31898
H  1.54684  0.54200  -0.23550

Computed properties:
Frontier orbital gap: 9.16 eV
Energy: -403.013947 a.u.
E_HOMO: -0.302 Eh
Energy above the lowest of the compared OMol25 structures with the same formula, charge and spin: 59.9 kcal per mole

In the Löwdin picture, each atom carries the following charge in e: atom 1 (C): -0.393, atom 2 (C): -0.061, atom 3 (C): -0.204, atom 4 (N): 0.084, atom 5 (N): 0.006, atom 6 (O): 0.062, atom 7 (F): -0.056, atom 8 (H): 0.047, atom 9 (H): 0.070, atom 10 (H): 0.074, atom 11 (H): 0.141, atom 12 (H): 0.069, atom 13 (H): 0.043, atom 14 (H): 0.118

---

Here is a cluster of 2 separate species, C4H11N2 in total at a distorted geometry from OMol25. Energies are from ωB97M-V/def2-TZVPD.

Geometry (Å):
C  1.37945  -0.37908  -0.57858
C  0.47615  0.77032  -0.26437
C  2.33181  -1.09230  0.37144
C  0.13896  2.20053  -0.06081
N  -2.55385  -0.96984  0.05991
N  -0.11719  -0.35505  -0.25880
H  1.76921  -0.61443  -1.66123
H  2.26485  -0.70562  1.31799
H  3.24220  -1.02139  -0.16713
H  1.91886  -2.03826  0.34860
H  0.25122  2.64856  -0.97415
H  1.00270  2.57217  0.45802
H  -0.93880  2.42267  0.42792
H  -2.62914  -1.63264  0.81180
H  -3.35397  -0.38399  0.24779
H  -1.41088  -0.66551  0.11245
H  -2.91432  -1.40955  -0.79788

Computed properties:
⟨S²⟩: 2.007
Frontier orbital gap (spin up / spin down): 6.57 / 7.18 eV
Energy: -268.004475 a.u.
Charge: +1
E_HOMO (spin up / spin down): -0.360 / -0.531 Eh
Energy above the lowest of the compared OMol25 structures with the same formula, charge and spin: 78.4 kcal per mole
Spin multiplicity: 3

In the Löwdin picture, each atom carries the following charge in e: atom 1 (C): -0.119, atom 2 (C): -0.308, atom 3 (C): -0.002, atom 4 (C): -0.018, atom 5 (N): 0.208, atom 6 (N): 0.102, atom 7 (H): 0.200, atom 8 (H): 0.068, atom 9 (H): 0.087, atom 10 (H): 0.068, atom 11 (H): 0.039, atom 12 (H): 0.075, atom 13 (H): 0.149, atom 14 (H): 0.117, atom 15 (H): 0.121, atom 16 (H): 0.072, atom 17 (H): 0.140

---

Here is the molecule C5H8N2 from OMol25. Energies are from ωB97M-V/def2-TZVPD.

Geometry (Å):
C  1.80250  0.49656  -0.21665
C  0.52620  0.11645  0.49901
C  0.37666  -0.99740  1.21229
C  -1.68027  -1.03097  -0.71616
N  -1.83396  -2.18046  -0.67081
C  -0.71833  0.93677  0.26398
N  -1.54779  0.30767  -0.78611
H  2.58351  0.83569  0.47140
H  2.22553  -0.33835  -0.77903
H  1.63969  1.31411  -0.92236
H  -0.55917  -1.21773  1.71161
H  1.16821  -1.72568  1.34351
H  -0.50779  1.95287  -0.08120
H  -1.32467  1.00588  1.17116
H  -1.32282  0.63018  -1.71766

Computed properties:
Frontier orbital gap: 10.42 eV
Energy: -304.781260 a.u.
E_HOMO: -0.358 Eh
Energy above the lowest of the compared OMol25 structures with the same formula, charge and spin: 34.0 kcal per mole

In the Löwdin picture, each atom carries the following charge in e: atom 1 (C): -0.060, atom 2 (C): -0.358, atom 3 (C): 0.034, atom 4 (C): -0.352, atom 5 (N): 0.148, atom 6 (C): -0.168, atom 7 (N): 0.016, atom 8 (H): 0.080, atom 9 (H): 0.080, atom 10 (H): 0.069, atom 11 (H): 0.067, atom 12 (H): 0.074, atom 13 (H): 0.119, atom 14 (H): 0.119, atom 15 (H): 0.132